(1)
{"formula": "C15H12BrO8Pd", "method": "ωB97M-V with the def2-TZVPD basis set", "species": ["Pd", "O", "C", "O", "C", "C", "C", "C", "C", "O", "C", "C", "O", "O", "H", "H", "H", "H", "H", "H", "H", "H", "Br", "C", "C", "C", "C", "C", "C", "C", "O", "O", "H", "H", "H", "H", "O"], "positions_angstrom": [[-0.405, -2.139, 0.317], [0.568, -4.303, -3.054], [0.555, -3.637, -2.035], [-0.385, -3.656, -1.149], [1.723, -2.610, -1.842], [1.182, -1.306, -2.441], [2.192, -0.150, -2.341], [2.045, 0.282, -0.858], [1.147, -0.827, -0.331], [0.188, -0.905, -1.474], [2.004, -2.161, -0.385], [1.936, -3.334, 0.669], [2.992, -3.874, 0.922], [0.807, -3.648, 1.222], [2.608, -2.975, -2.354], [0.720, -1.423, -3.418], [1.906, 0.668, -2.999], [3.202, -0.466, -2.605], [1.528, 1.237, -0.784], [2.994, 0.355, -0.328], [0.633, -0.573, 0.635], [3.043, -1.841, -0.307], [-1.283, 5.202, -0.715], [-1.963, 4.090, 0.671], [-2.716, 4.661, 1.683], [-3.208, 3.841, 2.690], [-2.947, 2.479, 2.677], [-2.190, 1.921, 1.657], [-1.695, 2.734, 0.645], [-1.908, 0.421, 1.653], [-2.362, -0.262, 2.560], [-1.189, 0.039, 0.668], [-2.916, 5.724, 1.688], [-3.799, 4.271, 3.489], [-3.323, 1.829, 3.455], [-1.111, 2.290, -0.149], [-0.570, -1.952, 2.266]], "atomic_forces_ev_per_a": [[-3.913, -1.652, 1.110], [0.009, -0.159, -0.198], [0.376, 0.225, 0.300], [-0.124, -0.039, -0.269], [-0.661, -0.092, 0.112], [0.115, 0.162, -0.162], [-0.011, 0.035, 0.004], [0.163, 0.140, -0.081], [1.703, 0.983, -0.341], [0.829, 0.018, 0.530], [0.285, -0.082, -0.251], [0.246, 0.500, 0.112], [0.230, -0.290, -0.072], [0.595, 0.474, -0.346], [-0.029, -0.079, -0.023], [-0.087, -0.057, 0.038], [0.025, -0.043, -0.072], [-0.005, -0.036, 0.026], [-0.027, -0.010, 0.054], [-0.014, -0.056, 0.038], [0.949, 0.741, -0.716], [0.047, -0.123, -0.030], [0.009, 0.013, -0.014], [-0.031, -0.037, 0.068], [-0.038, 0.050, 0.042], [0.031, -0.056, -0.024], [-0.050, 0.041, 0.069], [-0.004, -0.018, -0.021], [0.049, 0.001, -0.078], [-0.006, 0.176, -0.047], [-0.181, -0.041, 0.089], [-0.291, -0.221, -0.132], [0.016, 0.000, -0.025], [0.001, 0.024, -0.008], [0.019, -0.039, -0.018], [-0.009, -0.012, -0.007], [-0.214, -0.443, 0.344]], "e_homo_ha": [-0.2350, -0.2368], "s_squared": 6.02, "multiplicity": 5, "total_charge": -1, "relative_energy_ev": 3.119, "homo_lumo_gap_ev": [8.745, 6.914]}



(2)
{"formula": "C15H12Cl2N3O4Pd", "method": "ωB97M-V with the def2-TZVPD basis set", "species": ["Pd", "O", "C", "C", "C", "C", "C", "C", "C", "O", "N", "N", "C", "C", "C", "C", "C", "C", "N", "H", "H", "H", "H", "H", "H", "H", "H", "H", "H", "Cl", "C", "Cl", "C", "O", "O", "H", "H"], "positions_angstrom": [[-0.680, -0.507, -0.103], [3.418, -2.024, -0.002], [4.056, -0.808, -0.046], [5.451, -0.835, -0.039], [6.169, 0.359, -0.083], [5.489, 1.575, -0.133], [4.090, 1.597, -0.139], [3.343, 0.407, -0.096], [1.841, 0.526, -0.101], [1.251, -0.568, -0.103], [1.257, 1.677, -0.102], [-0.076, 1.308, -0.103], [-0.852, 2.324, -0.097], [-2.238, 1.947, -0.098], [-3.292, 2.842, -0.094], [-4.573, 2.300, -0.096], [-4.728, 0.913, -0.102], [-3.590, 0.115, -0.106], [-2.339, 0.607, -0.103], [2.454, -1.753, -0.027], [5.965, -1.790, 0.000], [7.254, 0.339, -0.078], [6.040, 2.510, -0.168], [3.570, 2.551, -0.178], [-0.529, 3.376, -0.091], [-3.123, 3.911, -0.089], [-5.444, 2.949, -0.093], [-5.713, 0.459, -0.104], [-3.652, -0.969, -0.110], [-3.900, -4.064, -1.224], [-3.380, -3.745, 0.448], [-4.705, -2.955, 1.337], [-2.170, -2.861, 0.447], [-1.125, -3.251, 0.944], [-2.228, -1.633, -0.103], [-3.151, -4.714, 0.940], [-0.157, -2.116, -0.103]], "atomic_forces_ev_per_a": [[1.608, -6.465, -0.224], [-0.559, 1.145, -0.064], [-0.389, -0.724, 0.021], [0.202, 0.627, -0.022], [-0.397, -0.175, 0.006], [-0.440, 0.013, 0.001], [0.700, -0.396, 0.011], [0.306, 1.248, -0.036], [4.032, 2.281, 0.006], [1.144, -3.415, 0.038], [0.379, -1.316, 0.052], [2.626, 4.770, -0.008], [-3.505, 1.914, -0.004], [3.025, 1.750, -0.012], [-2.085, -0.429, 0.000], [0.563, 1.280, 0.008], [0.518, -0.574, 0.001], [-1.979, 1.157, 0.011], [-4.759, 1.246, -0.053], [0.478, -0.473, 0.034], [-0.163, 0.039, -0.003], [-0.064, -0.016, 0.000], [-0.032, -0.085, 0.003], [-0.047, -0.252, 0.014], [0.106, -0.651, -0.003], [0.090, -0.026, 0.001], [0.048, 0.025, 0.000], [0.115, -0.050, 0.000], [-0.978, 1.346, -0.098], [0.067, -0.134, 0.035], [-0.506, -0.554, 0.116], [0.013, -0.153, 0.143], [1.973, 3.449, -0.843], [-0.341, -1.424, 0.342], [-0.823, -7.814, 0.881], [-0.169, 0.853, -0.426], [-0.756, 1.983, 0.073]], "e_homo_ha": [-0.0723, -0.1656], "s_squared": 2.03, "multiplicity": 3, "total_charge": -1, "relative_energy_ev": 1.159, "homo_lumo_gap_ev": [4.620, 7.152]}



(3)
{"formula": "C15H12CuNO3S", "method": "ωB97M-V with the def2-TZVPD basis set", "species": ["C", "C", "O", "C", "C", "C", "C", "C", "C", "S", "C", "C", "C", "C", "C", "O", "O", "C", "C", "N", "H", "H", "H", "H", "H", "H", "H", "H", "H", "H", "H", "H", "Cu"], "positions_angstrom": [[-0.727, 1.004, 3.756], [-0.570, -0.321, 3.044], [-1.745, -0.816, 2.573], [-1.596, -1.434, 1.325], [-1.555, -2.811, 1.227], [-1.359, -3.402, -0.016], [-1.193, -2.633, -1.156], [-1.237, -1.239, -1.045], [-1.447, -0.640, 0.199], [-1.467, 1.131, 0.259], [-0.131, 1.430, -0.881], [0.816, 2.424, -0.666], [1.839, 2.569, -1.591], [1.921, 1.730, -2.696], [3.086, 1.851, -3.690], [2.878, 1.414, -4.832], [4.109, 2.361, -3.203], [0.963, 0.752, -2.912], [-0.066, 0.601, -1.990], [-1.055, -0.416, -2.155], [-1.518, 0.965, 4.499], [-0.933, 1.786, 3.036], [0.208, 1.281, 4.271], [-0.130, -1.070, 3.842], [0.198, -0.227, 2.275], [-1.677, -3.419, 2.112], [-1.318, -4.479, -0.078], [-1.005, -3.085, -2.116], [0.762, 3.058, 0.205], [2.603, 3.314, -1.440], [1.061, 0.121, -3.783], [-0.929, -0.934, -3.011], [1.212, -0.863, 4.638]], "atomic_forces_ev_per_a": [[-0.041, 0.023, 0.292], [0.586, 1.227, 0.063], [0.077, -0.346, 0.112], [0.108, -0.287, -0.577], [-0.120, -0.118, 0.290], [-0.031, 0.031, -0.119], [-0.114, 0.283, 0.578], [-0.097, -0.312, -0.328], [0.163, 0.444, -0.020], [-0.061, 0.042, 0.047], [-0.316, -0.251, 0.222], [0.118, -0.286, -0.335], [-0.172, -0.028, 0.329], [-0.055, -0.019, -0.359], [0.380, 0.127, 0.019], [-0.274, -0.239, -0.179], [0.232, 0.211, 0.170], [-0.151, 0.243, 0.583], [0.022, 0.076, -0.442], [0.165, 0.007, 0.374], [-0.093, -0.002, 0.062], [-0.125, 0.059, -0.139], [0.065, -0.015, 0.006], [-0.907, -0.786, -0.333], [-0.046, -0.149, -0.238], [-0.043, -0.008, 0.058], [-0.013, -0.081, -0.049], [0.006, -0.102, -0.125], [-0.075, 0.095, 0.139], [0.161, 0.030, -0.120], [-0.018, -0.032, -0.161], [0.075, -0.002, -0.078], [0.594, 0.165, 0.260]], "e_homo_ha": -0.2411, "homo_lumo_gap_ev": 2.162}



(4)
{"formula": "C15H12F5NO10STeTi", "method": "ωB97M-V with the def2-TZVPD basis set", "species": ["Ti", "O", "S", "O", "O", "O", "O", "C", "C", "C", "C", "C", "C", "C", "O", "N", "O", "O", "H", "H", "H", "H", "C", "C", "O", "C", "C", "C", "C", "C", "C", "H", "H", "H", "H", "H", "H", "H", "H", "F", "Te", "F", "F", "F", "F", "O"], "positions_angstrom": [[-1.811, -0.197, -0.237], [-4.905, 0.714, 1.253], [-3.557, 0.288, 1.887], [-3.538, 0.776, 3.235], [-3.400, -1.130, 1.783], [-2.524, 0.975, 1.055], [-1.199, -1.029, -1.774], [-0.191, -1.815, -1.898], [0.476, -2.461, -0.839], [1.546, -3.345, -1.077], [2.177, -4.005, -0.030], [1.764, -3.775, 1.293], [0.725, -2.909, 1.553], [0.033, -2.245, 0.520], [-0.979, -1.468, 0.778], [3.217, -4.907, -0.300], [3.551, -5.096, -1.482], [3.771, -5.496, 0.644], [0.164, -1.999, -2.921], [1.881, -3.525, -2.086], [2.274, -4.295, 2.087], [0.395, -2.731, 2.564], [0.450, 1.211, 2.062], [0.558, 1.406, 0.568], [-0.233, 0.746, -0.205], [1.528, 2.278, -0.008], [2.515, 2.969, 0.734], [3.444, 3.760, 0.094], [3.432, 3.903, -1.288], [2.449, 3.252, -2.033], [1.519, 2.459, -1.413], [-0.413, 0.571, 2.268], [0.310, 2.167, 2.564], [1.351, 0.738, 2.454], [2.547, 2.872, 1.808], [4.202, 4.271, 0.676], [4.173, 4.521, -1.778], [2.428, 3.372, -3.109], [0.741, 1.951, -1.970], [-4.658, 1.367, -2.524], [-4.397, 0.844, -0.621], [-3.853, 2.729, -0.300], [-5.980, -0.297, -1.105], [-6.039, 2.013, -0.583], [-2.393, 1.305, -1.526], [-3.545, -0.729, -0.773]], "atomic_forces_ev_per_a": [[2.549, -1.052, -2.598], [0.591, -0.015, -0.359], [-0.497, -1.339, 5.743], [-0.097, 0.503, -0.227], [-0.055, -0.287, -0.178], [-0.411, 1.760, 0.827], [0.077, -0.603, -0.962], [0.795, -0.546, -0.772], [-0.214, 0.129, 0.297], [0.010, -0.057, 0.164], [-1.381, 1.215, 0.336], [0.431, -0.343, -0.120], [-0.498, 0.398, -0.362], [1.063, -0.789, 0.017], [0.369, -1.239, 0.816], [1.563, -1.359, -0.460], [-0.201, 0.099, 1.036], [-0.456, 0.502, -0.808], [-0.071, 0.006, 0.212], [-0.023, 0.016, -0.097], [-0.002, -0.004, 0.097], [-0.036, 0.010, 0.130], [-0.244, -0.119, -0.473], [0.717, 0.550, 0.846], [0.865, 0.829, -0.270], [-0.222, -0.173, -0.167], [-0.208, -0.156, 0.028], [0.130, 0.069, -0.024], [0.150, 0.166, -0.024], [0.146, 0.076, -0.112], [-0.232, -0.212, 0.037], [0.295, 0.154, 0.136], [-0.006, 0.079, 0.145], [0.101, -0.060, 0.130], [-0.009, -0.039, 0.148], [0.015, 0.021, 0.042], [0.032, 0.037, -0.028], [-0.044, -0.009, -0.034], [0.053, 0.042, -0.055], [0.633, -0.845, 1.651], [-7.526, 6.421, -7.103], [0.057, -1.781, 0.303], [1.426, 0.319, 0.751], [0.772, -0.825, 0.427], [-0.249, -0.732, 0.861], [-0.158, -0.816, 0.054]], "e_homo_ha": [-0.0414, -0.1562], "s_squared": 2.06, "multiplicity": 3, "total_charge": -2, "relative_energy_ev": 4.886, "homo_lumo_gap_ev": [4.808, 8.067]}